No. 1
The following is a DFT calculation (ωB97M-V with the def2-TZVPD basis set) of a cluster of 3 separate species, C25H50N3O8PS2 in total at a distorted geometry.

Results
structure (SMILES) = CCCCN(CCCC[C@]1(CCP(=O)(OCC)OCC)COC(=O)O1)C(=S)SCCC.CC(N)=O.CC(N)=O
total charge = 0

Last column: Löwdin charge in e.
Positions of all 89 atoms, in Å:
S -3.907 0.215 -0.018  0.79
S -1.797 0.657 2.150  0.63
P 7.272 0.822 1.428  0.80
O -9.550 -1.632 0.155  0.00
O 8.765 0.502 1.970  -0.40
O 3.080 -3.355 1.908  0.02
O 7.404 2.357 0.681  -0.24
O -2.112 -2.335 -2.325  0.00
O 3.593 -3.479 -0.381  -0.04
O 3.807 -1.190 0.734  -0.01
O 6.319 0.796 2.930  -0.32
N -4.142 -1.433 -2.691  0.14
N -10.454 -3.254 -1.119  0.15
N -1.300 1.386 -0.587  -0.23
C 3.190 -0.202 -1.517  -0.12
C -5.243 1.400 0.545  -0.46
C 1.733 -0.932 -1.694  -0.17
C 6.836 -0.669 0.351  -0.20
C -3.152 -2.324 -2.973  -0.59
C 6.206 2.934 0.126  -0.30
C 4.770 2.529 0.760  -0.10
C -9.502 -3.867 1.029  -0.01
C -3.421 -3.268 -4.108  -0.01
C 4.975 -1.111 3.843  -0.09
C 0.616 -0.450 -0.547  -0.15
C 4.485 -2.617 -1.223  -0.08
C -0.386 2.494 -0.121  -0.24
C -7.214 -0.390 1.241  -0.16
C 1.442 4.908 0.360  -0.17
C 5.829 -0.453 -0.899  -0.15
C 6.509 -0.478 3.640  -0.27
C -9.826 -2.817 0.007  -0.58
C -1.136 3.987 -0.048  -0.17
C -6.048 0.650 1.792  -0.31
C 3.460 -2.646 0.838  -0.24
C -0.581 0.311 -1.372  -0.19
C -2.181 0.832 0.506  -0.91
C -0.030 5.201 -0.301  -0.25
C 4.289 -1.059 -0.649  -0.36
H 4.067 -2.637 -2.336  0.16
H -1.948 3.995 -0.903  0.12
H -7.463 -1.159 2.118  0.09
H 4.231 -0.440 3.208  0.08
H 6.203 2.735 -1.052  0.12
H -6.440 1.410 2.593  0.11
H -10.701 -4.219 -1.286  0.10
H -10.682 -2.564 -1.823  0.11
H 5.738 0.626 -1.331  0.10
H -5.233 -0.036 2.320  0.09
H 0.257 -1.420 0.029  0.13
H 4.837 2.705 1.936  0.11
H -1.583 4.091 1.029  0.11
H -6.065 1.604 -0.279  0.10
H 1.417 4.277 1.350  0.08
H 4.610 -1.031 4.958  0.08
H -8.186 0.144 0.861  0.07
H 6.302 4.122 0.218  0.14
H -4.824 2.444 0.885  0.09
H 6.941 -0.267 4.716  0.13
H 6.376 -1.515 1.053  0.12
H 3.632 -0.039 -2.610  0.14
H -2.657 -3.128 -4.878  0.09
H 0.088 5.368 -1.462  0.11
H -5.015 -1.385 -3.196  0.10
H 1.983 5.935 0.637  0.09
H 0.225 2.258 0.856  0.10
H -0.222 0.817 -2.384  0.14
H -4.404 -3.095 -4.556  0.07
H -6.748 -1.053 0.369  0.08
H 2.171 4.378 -0.412  0.06
H 7.200 -1.253 3.100  0.11
H -3.984 -0.786 -1.930  -0.05
H -1.389 -0.507 -1.663  0.10
H 5.553 -3.104 -1.115  0.15
H 3.950 3.290 0.365  0.08
H 0.435 2.625 -0.979  0.13
H -0.465 6.174 0.182  0.10
H 3.085 0.863 -1.039  0.11
H -10.006 -3.619 1.968  0.09
H 1.189 0.218 0.226  0.10
H 1.345 -0.653 -2.788  0.12
H 1.780 -2.120 -1.688  0.12
H 6.252 -1.119 -1.797  0.13
H -9.829 -4.860 0.709  0.07
H 4.912 -2.201 3.401  0.07
H -3.382 -4.295 -3.735  0.09
H -8.420 -3.890 1.188  0.09
H 7.845 -1.127 -0.062  0.13
H 4.422 1.423 0.610  0.06

No. 2
The following is a DFT calculation (ωB97M-V with the def2-TZVPD basis set) of a cluster of 2 separate species, C25H51BN2O12P in total at a distorted geometry.

Results
total charge = -1

Last column: Löwdin charge in e.
Positions of all 92 atoms, in Å:
P -1.838 2.848 -2.693  0.98
O 2.987 1.896 1.062  0.07
O 0.575 -4.316 -3.141  0.08
O -1.189 -0.909 -2.272  -0.09
O -0.372 3.626 -2.649  -0.30
O -7.698 1.674 -0.817  -0.42
O -0.286 0.616 2.982  -0.11
O -2.912 0.731 -1.555  -0.02
O -5.430 0.897 1.945  -0.39
O -2.509 4.145 1.879  0.08
O 2.376 -0.358 1.361  0.19
O 1.775 -0.834 5.444  -0.15
O -2.846 2.215 2.972  0.09
N 0.505 -0.010 -1.069  0.04
N 2.168 -2.970 -2.178  -0.08
C -1.999 -2.631 -3.728  -0.04
C 0.890 1.105 -0.175  -0.08
C -1.427 2.017 -0.117  -0.22
C 0.660 -0.011 5.099  -0.15
C -1.791 2.186 -4.392  -0.26
C 1.667 -0.566 -1.849  -0.03
C -1.440 -1.207 -3.647  -0.21
C -6.364 0.640 0.985  -0.51
C -0.303 1.420 0.749  -0.15
C -2.771 2.131 0.572  -0.08
C 3.531 -4.541 -0.692  -0.06
C -0.679 0.259 1.667  -0.13
C 3.336 -3.863 -2.063  -0.20
C -2.690 2.936 1.851  -0.50
C 0.124 -3.858 -0.859  0.02
C -6.781 1.916 0.133  -0.57
C 0.945 -3.725 -2.127  -0.43
C 3.801 3.922 -0.028  -0.05
C -0.593 0.329 -2.042  -0.22
C 3.763 2.386 -0.035  -0.22
C -1.662 1.373 -1.524  -0.47
C 2.234 -1.862 -1.240  -0.16
C 4.071 -1.285 4.873  -0.07
C 0.089 -0.489 3.765  -0.18
C 3.006 -0.235 5.092  -0.29
B 2.135 0.846 0.776  -0.63
H -3.509 1.529 2.741  0.08
H 0.641 -3.602 0.060  0.06
H 1.084 2.014 -0.741  0.16
H 4.779 2.027 0.102  0.12
H -6.050 -0.100 0.204  0.06
H -3.038 -2.604 -4.042  0.08
H -2.225 -0.543 -3.993  0.10
H -1.855 3.058 -5.039  0.04
H -5.785 2.316 -0.248  0.05
H -0.164 -4.902 -0.786  0.10
H 3.373 2.070 -1.001  0.10
H 4.833 4.243 -0.144  0.07
H 4.153 -1.976 5.707  0.08
H 0.856 -1.107 3.294  0.11
H -0.124 -0.660 1.428  0.11
H -7.323 0.215 1.359  0.07
H 2.432 0.190 -1.978  0.13
H 1.810 -2.053 -0.256  0.10
H 3.252 4.323 -0.874  0.07
H 4.476 -4.258 -0.237  0.07
H -1.129 3.057 -0.284  0.11
H 3.550 -5.617 -0.833  0.07
H 3.324 0.403 5.919  0.12
H 3.919 -1.844 3.951  0.07
H -0.162 0.722 -2.959  0.13
H 0.046 2.228 1.390  0.17
H 3.289 -1.667 -1.058  0.13
H -3.550 1.216 -2.093  0.10
H -0.371 4.235 -1.908  0.04
H -0.846 1.702 -4.647  0.04
H -0.801 -3.291 -0.924  0.08
H -0.537 -1.136 -4.252  0.12
H 0.152 -0.814 -0.545  0.17
H 2.888 0.345 4.172  0.11
H -3.212 1.168 0.819  0.10
H -1.446 -3.245 -4.428  0.07
H -1.736 0.000 1.641  0.15
H 3.422 4.310 0.909  0.08
H -2.010 -3.074 -2.740  0.07
H -2.645 1.559 -4.618  0.04
H 0.957 1.036 5.042  0.13
H -7.071 2.680 0.902  0.07
H 3.011 -0.226 2.075  0.11
H 2.759 -4.281 0.022  0.06
H -3.479 2.626 -0.084  0.12
H 3.277 -4.617 -2.839  0.11
H -0.791 -1.099 3.984  0.14
H -0.063 -0.119 5.899  0.13
H 4.201 -3.254 -2.312  0.11
H 1.342 -0.837 -2.847  0.13
H 5.035 -0.787 4.777  0.07

No. 3
The following is a DFT calculation (ωB97M-V with the def2-TZVPD basis set) of an isolated molecule of C25H51ClNO8P at a distorted geometry.

Results
structure (SMILES) = C=C[C@@H](OC[C@H](C)O)O[C@@](OCCC)([C@@H](Cl)CC)[C@@H](CCCCCCCCCCOC)NP(=O)(O)O
total charge = 0

Last column: Löwdin charge in e.
Positions of all 87 atoms, in Å:
Cl -2.642 -1.103 -0.442  0.71
P 1.691 1.026 3.293  0.54
O 3.773 2.180 0.150  -0.06
O 1.165 1.875 -0.659  -0.11
O -1.047 2.476 0.043  0.00
O 3.320 1.129 2.854  -0.15
O -2.698 1.177 0.846  -0.18
O -0.931 -2.812 -4.215  -0.24
O 1.620 -0.121 4.498  -0.16
O 1.323 2.356 3.906  -0.30
N 0.853 0.615 1.865  -0.03
C -1.115 0.482 -2.037  -0.21
C -1.288 1.190 0.547  -0.41
C -4.436 4.550 1.502  -0.11
C 0.525 -3.959 2.370  -0.18
C 0.282 2.859 -0.144  -0.34
C -3.931 3.359 0.571  -0.19
C 1.049 -4.792 -0.794  -0.20
C -0.604 0.825 1.923  -0.25
C -0.917 -1.804 2.226  -0.21
C 2.083 2.395 -1.600  -0.17
C -3.144 2.350 1.505  -0.21
C 4.499 3.163 -2.002  -0.03
C -1.168 0.005 -0.553  -0.45
C 3.368 3.042 -0.920  -0.36
C 0.167 4.723 1.598  0.03
C 0.879 3.571 1.136  -0.06
C 0.236 -2.533 3.022  -0.20
C -1.275 -0.354 2.715  -0.11
C -1.774 -3.615 -3.375  -0.23
C 0.448 -4.280 -2.164  -0.19
C 1.556 -3.505 -0.008  -0.21
C -1.083 -3.917 -1.988  -0.17
C 0.214 -0.031 -2.766  -0.08
C -1.674 -2.203 -5.268  -0.12
C 1.849 -3.881 1.497  -0.21
H -5.401 4.974 1.146  0.07
H 3.046 4.009 -0.471  0.14
H 1.916 -5.472 -0.979  0.11
H -0.892 -0.272 3.771  0.12
H 0.798 -4.621 3.235  0.11
H -3.918 2.017 2.255  0.13
H 1.149 -0.255 1.429  0.10
H 0.739 0.785 -3.315  0.06
H -2.383 -0.288 2.812  0.12
H -1.337 -2.516 -6.283  0.09
H 5.051 4.114 -1.798  0.09
H -2.699 -3.018 -3.177  0.11
H -0.736 1.735 2.571  0.14
H -2.069 -4.567 -3.887  0.13
H -3.200 3.836 -0.133  0.10
H -4.756 2.869 0.013  0.11
H 3.367 0.846 1.926  0.03
H -4.572 4.146 2.538  0.07
H -2.395 2.925 2.094  0.12
H 0.045 -2.608 4.117  0.11
H 0.274 -5.252 -0.131  0.10
H 0.799 -2.685 -0.100  0.08
H 4.651 1.825 -0.011  0.09
H 2.596 -3.165 1.911  0.10
H 2.493 -3.198 -0.546  0.11
H -1.556 -1.089 -5.162  0.08
H -0.508 4.701 2.484  0.06
H -1.618 -4.787 -1.525  0.12
H 5.222 2.318 -1.963  0.09
H -0.063 -0.805 -3.528  0.05
H -1.944 0.000 -2.615  0.08
H -2.778 -2.390 -5.200  0.09
H -0.227 -0.533 -0.307  0.08
H 2.484 1.507 -2.161  0.13
H 0.971 -3.323 -2.422  0.10
H -1.207 1.571 -2.225  0.11
H 2.356 -4.885 1.494  0.11
H -1.833 -2.436 2.388  0.12
H 4.010 3.196 -3.003  0.08
H 1.790 3.165 1.623  0.08
H 0.261 3.692 -0.913  0.17
H -1.193 -2.998 -1.363  0.04
H 0.332 5.699 1.086  0.06
H -3.640 5.328 1.560  0.07
H 1.631 3.060 -2.379  0.14
H 2.097 0.175 5.284  0.08
H 0.581 -5.052 -2.965  0.12
H -0.344 -4.349 1.798  0.10
H 0.926 -0.524 -2.065  0.07
H -0.658 -1.896 1.148  0.05
H 1.169 -1.944 2.817  0.07

| no. | Kohn-Sham gap (eV) |
| --- | --- |
| 1 | 7.77 |
| 2 | 1.18 |
| 3 | 7.15 |